[1]
Molecular formula: C13H31AuN5OS2
Method: DFT, the ωB97M-V functional and the def2-TZVPD basis

Geometry as XYZ:
```
53
C13H31AuN5OS2, DFT the ωB97M-V functional and the def2-TZVPD basis
Au -0.6646 0.0314 0.4145
C -2.5453 -0.8926 2.6172
C -2.6382 -1.9480 1.5337
N -2.4315 -1.3623 0.1848
C -3.5646 -0.6718 -0.4610
C -3.9593 0.6821 0.1365
S -2.5631 1.8231 0.3895
C -2.5700 2.1090 2.1944
C -1.4789 1.3526 2.9430
N -1.3182 -0.0479 2.4443
H -2.5201 -1.3702 3.5977
H -3.4075 -0.2345 2.6121
H -3.5986 -2.4664 1.5918
H -1.8565 -2.6959 1.6761
H -2.1408 -2.1040 -0.4468
H -4.4494 -1.3139 -0.4446
H -3.2846 -0.5335 -1.5059
H -4.5092 0.5967 1.0707
H -4.6205 1.1720 -0.5775
H -3.5730 1.8853 2.5540
H -2.4209 3.1794 2.3333
H -1.7016 1.3416 4.0136
H -0.5186 1.8506 2.8083
H -0.5605 -0.4752 2.9710
C 3.4226 -0.9297 -2.1321
N 1.9639 -0.8869 -2.3115
C 1.3460 -2.2215 -2.3378
C 1.2676 0.2422 -2.3009
S -0.4692 0.1911 -1.8751
N 1.7447 1.4000 -2.7203
C 1.1026 2.6889 -2.3947
C 2.8389 1.5011 -3.7062
H 3.6320 -1.6646 -1.3546
H 3.7990 0.0384 -1.8193
H 3.9309 -1.2433 -3.0430
H 2.0153 -2.8781 -2.8898
H 0.3889 -2.2022 -2.8449
H 1.2295 -2.6128 -1.3252
H 0.9184 2.7655 -1.3259
H 0.1708 2.8083 -2.9435
H 1.7885 3.4777 -2.6883
H 2.9836 0.5521 -4.2110
H 3.7664 1.8311 -3.2405
H 2.5388 2.2413 -4.4450
C 1.9298 -1.3721 2.4059
C 2.2575 -0.2340 1.4902
N 3.4638 0.2847 1.5597
O 1.4439 0.2499 0.6435
H 2.8146 -1.9588 2.6466
H 1.1971 -2.0307 1.9409
H 1.5498 -0.9760 3.3520
H 4.1537 -0.0677 2.2074
H 3.7059 1.0987 1.0125
```

Calculated values
HOMO level (alpha / beta) = -18.187 / -18.187 eV
orbital gap (alpha / beta) = 0.236 / 0.236 Eh
E = -1794.04464 Eh
energy above the lowest of the compared OMol25 structures with the same formula, charge and spin = 10.7 kcal per mole
net charge = +3
E_LUMO (alpha / beta) = -11.77 / -11.77 eV

[2]
Molecular formula: C13H31BBr8O2P
Method: DFT, the ωB97M-V functional and the def2-TZVPD basis

Geometry as XYZ:
```
56
C13H31BBr8O2P, DFT the ωB97M-V functional and the def2-TZVPD basis
C 1.1898 -3.3481 1.0724
C 0.5245 -2.1361 0.2173
C -0.5543 -1.4502 1.1783
P -1.7267 -0.2463 0.3247
B -3.4120 -0.3429 1.3077
O -3.3630 0.2237 2.6457
O -4.5757 -0.9832 0.7376
C -4.2421 -2.4190 0.7898
C -5.4541 -3.3348 0.2674
H 0.9988 -4.3687 0.5935
H 0.6789 -3.3920 2.0980
H 2.3039 -3.1649 1.2677
H 0.1059 -2.5791 -0.7376
H 1.3479 -1.3649 0.0505
H -1.1891 -2.2581 1.6726
H 0.0402 -0.8393 1.9479
H -1.1669 1.0693 0.4664
H -2.0120 -0.5630 -1.0435
H -2.7499 -0.3964 3.1631
H -3.9293 -2.6714 1.8591
H -3.3537 -2.6615 0.1006
H -5.8763 -2.9408 -0.7145
H -4.9851 -4.3529 0.0082
H -6.2379 -3.5376 1.0602
Br -4.7173 3.2046 5.4961
C -5.5526 3.8137 3.8433
C -5.9418 2.6505 2.9671
Br -4.3788 1.8921 2.0695
H -4.8526 4.4983 3.3665
H -6.4376 4.3679 4.1597
H -6.6041 2.9803 2.1643
H -6.4187 1.8373 3.5130
Br 1.3751 0.4945 -1.6633
C 3.1921 0.9989 -2.1637
C 4.1975 0.0173 -1.6214
Br 4.4929 0.2918 0.2865
H 3.3481 2.0173 -1.8108
H 3.1984 0.9926 -3.2551
H 5.1722 0.1717 -2.0873
H 3.8987 -1.0216 -1.7506
Br 6.7454 0.5054 -4.1857
C 7.0557 -1.1576 -5.1558
C 5.7602 -1.7657 -5.6317
Br 4.8067 -2.6362 -4.1711
H 7.6220 -1.8106 -4.4934
H 7.6817 -0.8773 -6.0045
H 5.9524 -2.5574 -6.3571
H 5.0773 -1.0377 -6.0675
Br -0.6156 3.8447 1.1184
C 1.2166 4.2800 0.6105
C 2.1955 3.2814 1.1769
Br 2.5025 3.5892 3.0759
H 1.4021 5.3016 0.9388
H 1.2236 4.2469 -0.4806
H 3.1742 3.3960 0.7082
H 1.8663 2.2480 1.0716
```

Calculated values
HOMO level = -11.153 eV
orbital gap = 0.277 Eh
E = -21622.39581 Eh
net charge = +1
E_LUMO = -3.61 eV

[3]
Molecular formula: C13H31BCl3NO3P2Sb
Method: DFT, the ωB97M-V functional and the def2-TZVPD basis

Geometry as XYZ:
```
55
C13H31BCl3NO3P2Sb, DFT the ωB97M-V functional and the def2-TZVPD basis
C -1.4041 -5.4126 2.0332
C -1.7904 -4.7612 0.6209
O -3.0281 -4.0449 0.7133
C -2.7998 -2.7004 1.1878
C -2.3312 -1.8292 -0.0710
C -3.0370 -0.4218 -0.0437
C -2.5293 0.6065 1.0531
C -1.0407 0.4586 1.5464
Sb 0.5283 1.5924 0.4728
B -0.6835 1.9045 -1.3746
N -1.3034 3.2510 -1.6311
O -0.8843 0.8795 -2.3497
C 2.1799 2.7498 -0.5281
Cl 2.0919 2.8861 -2.3619
C 3.2414 3.3978 0.0829
C 4.2934 4.2057 -0.7834
Cl 3.4341 3.3884 1.8748
P -0.1908 3.7955 1.5246
O -1.8959 3.9331 1.5432
Cl 0.4325 5.4344 0.2815
P 1.4277 -0.6467 -0.3160
C 2.3849 -1.3590 1.1765
C 2.7265 -0.4724 -1.6689
C 2.0299 -0.6424 -3.0977
H -0.2923 -5.5265 2.1471
H -1.7789 -4.7254 2.8434
H -1.9076 -6.4097 2.1518
H -1.9724 -5.6066 -0.1072
H -0.9229 -4.1355 0.2728
H -1.9794 -2.6273 1.9535
H -3.7631 -2.2322 1.5449
H -2.7335 -2.3776 -0.9820
H -1.2142 -1.7945 -0.2030
H -3.0322 0.0885 -1.0569
H -4.1392 -0.6123 0.1706
H -2.8168 1.6415 0.7010
H -3.1852 0.4340 1.9692
H -0.6677 -0.6081 1.6355
H -1.0202 0.8515 2.6167
H 1.5354 1.3590 1.9066
H -2.2807 3.0685 -1.8845
H -0.7799 3.6226 -2.4386
H -0.9277 0.0057 -1.9133
H 4.8207 4.9035 -0.0597
H 5.0282 3.5472 -1.3158
H 3.7327 4.8949 -1.4862
H -2.1171 4.3731 0.6961
H 3.4986 -1.2080 1.0773
H 2.0702 -0.8788 2.1470
H 2.1965 -2.4670 1.2315
H 3.4147 -1.3753 -1.5707
H 3.3934 0.4287 -1.5963
H 2.8014 -0.9845 -3.8549
H 1.4812 0.2694 -3.4425
H 1.3068 -1.5068 -2.9922
```

Calculated values
HOMO level = -3.456 eV
orbital gap = 0.231 Eh
E = -3122.73338 Eh
energy above the lowest of the compared OMol25 structures with the same formula, charge and spin = 0.0 kcal per mole
net charge = -1
E_LUMO = 2.83 eV

[4]
Molecular formula: C13H32O3SSiW
Method: DFT, the ωB97M-V functional and the def2-TZVPD basis

Geometry as XYZ:
```
51
C13H32O3SSiW, DFT the ωB97M-V functional and the def2-TZVPD basis
W -0.1536 0.7991 -2.7284
C 0.2667 0.9874 -5.4574
H 0.9375 1.3466 -4.5381
H 0.7893 0.1592 -5.9246
H -0.0283 1.9054 -5.9584
H -0.7216 0.6190 -5.4152
H -1.6420 -0.4666 -2.7566
C -1.9646 1.6266 -2.0452
C -0.8968 1.9937 -0.9496
C 0.5262 2.3450 -1.4075
C -1.4385 3.2947 -0.2960
O -0.9146 1.0037 0.1475
Si -0.0315 -0.4047 0.2027
S 0.1318 -1.1531 -1.7856
O 1.4361 -0.0913 0.8638
C 1.6649 0.5191 2.1826
C 3.1038 0.1544 2.5361
C 1.4821 2.0315 2.0911
C 0.6877 -0.0331 3.2185
O -0.8318 -1.4984 1.1246
C -0.7543 -2.9626 1.0874
C 0.6486 -3.4242 0.7037
C -1.0983 -3.4336 2.4920
C -1.7806 -3.4588 0.0841
H -2.6069 2.5171 -2.1176
H -2.5914 0.7648 -1.7483
H -1.7197 1.6391 -3.2387
H 0.4959 3.4270 -1.6896
H 1.1869 2.3221 -0.5076
H 1.1412 1.8236 -2.2337
H -2.4726 3.1227 0.0684
H -0.7973 3.5994 0.5566
H -1.4489 4.0902 -1.0665
H 3.7897 0.5820 1.7987
H 3.3631 0.5484 3.5239
H 3.2347 -0.9312 2.5481
H 0.4626 2.2809 1.7966
H 1.6748 2.4779 3.0768
H 2.2013 2.4591 1.3882
H -0.3393 0.2703 3.0071
H 0.7551 -1.1203 3.2872
H 0.9569 0.3724 4.1975
H 1.3978 -2.9788 1.3649
H 0.6963 -4.5154 0.8071
H 0.8798 -3.1683 -0.3356
H -2.0823 -3.0538 2.7984
H -1.1283 -4.5285 2.5063
H -0.3465 -3.0980 3.2163
H -2.7838 -3.1184 0.3785
H -1.5580 -3.0886 -0.9220
H -1.7794 -4.5550 0.0674
```

Calculated values
HOMO level (alpha / beta) = -16.010 / -15.978 eV
orbital gap (alpha / beta) = 0.238 / 0.226 Eh
multiplicity = 3
E = -1494.24976 Eh
energy above the lowest of the compared OMol25 structures with the same formula, charge and spin = 66.7 kcal per mole
net charge = +2
E_LUMO (alpha / beta) = -9.54 / -9.84 eV